# 1
Molecular formula: C18H23HfN2O6S4Se3Te
Method: DFT, ωB97M-V/def2-TZVPD

Summary:
- HOMO-LUMO gap (eV) = 6.01
- energy relative to the best compared isomer or geometry (same formula, charge and spin) (eV) = 0.168
- HOMO energy (eV) = -3.987
- molecular weight (Da) = 1034.628
- lowest unoccupied orbital energy (eV) = 2.0244

The geometry in ORCA input format:
```
! RIJCOSX wB97M-V def2-TZVPD def2/J DEFGRID3
* xyz -1 1
Hf -0.142 0.093 0.038
C 2.137 0.932 2.625
C 1.728 -0.524 2.715
N 0.314 -0.637 2.333
C -0.613 -0.146 3.378
C -1.007 1.343 3.336
S -1.045 2.171 1.714
C 0.262 3.413 1.859
C 1.649 2.950 1.383
N 1.748 1.498 1.333
H 1.626 1.499 3.407
H 3.210 1.043 2.813
H 2.323 -1.128 2.033
H 1.879 -0.895 3.735
H 0.085 -1.618 2.194
H -1.506 -0.755 3.312
H -0.161 -0.336 4.359
H -2.021 1.422 3.726
H -0.366 1.946 3.979
H -0.067 4.251 1.242
H 0.261 3.743 2.899
H 1.831 3.353 0.391
H 2.412 3.371 2.048
H 2.432 1.219 0.637
O -4.309 -0.812 1.637
S -3.076 -1.434 1.246
O -2.498 -2.375 2.182
O -2.069 -0.394 0.859
C -3.418 -2.351 -0.246
C -4.764 -2.598 -0.487
C -5.161 -3.348 -1.578
C -4.211 -3.864 -2.446
C -2.870 -3.617 -2.219
C -2.466 -2.863 -1.123
S -0.736 -2.462 -1.097
O -0.052 -3.466 -1.841
O -0.293 -2.245 0.292
O -0.691 -1.081 -1.679
H -5.491 -2.175 0.190
H -6.215 -3.518 -1.754
H -4.510 -4.445 -3.309
H -2.118 -3.993 -2.898
Se -2.047 1.739 -1.304
Se -3.154 0.683 -2.966
Te 0.974 4.521 -2.058
Se 0.282 2.096 -1.734
S 2.226 -0.799 -0.581
C 2.937 0.126 -1.925
C 3.976 1.022 -1.683
C 4.549 1.741 -2.724
C 4.094 1.567 -4.021
C 3.068 0.664 -4.270
C 2.494 -0.054 -3.234
H 4.341 1.152 -0.670
H 5.341 2.449 -2.514
H 4.524 2.141 -4.831
H 2.697 0.530 -5.278
H 1.681 -0.743 -3.425
*
```

***

# 2
Molecular formula: C18H23IrN2O6SSeSi
Method: DFT, ωB97M-V/def2-TZVPD

Summary:
- HOMO-LUMO gap (eV) = 7.30
- energy relative to the best compared isomer or geometry (same formula, charge and spin) (eV) = 0.031
- HOMO energy (eV) = -7.405
- molecular weight (Da) = 694.720
- lowest unoccupied orbital energy (eV) = -0.1079

The geometry in ORCA input format:
```
! RIJCOSX wB97M-V def2-TZVPD def2/J DEFGRID3
* xyz 0 1
Ir -0.189 -0.769 0.623
O -0.337 0.345 2.570
C 0.634 -0.120 3.503
C 1.644 -1.052 2.878
C 2.712 -1.500 3.637
C 3.664 -2.317 3.058
C 3.521 -2.653 1.721
C 2.427 -2.185 1.026
N 1.494 -1.407 1.595
H -0.191 1.299 2.415
H 0.106 -0.630 4.311
H 1.167 0.733 3.927
H 2.787 -1.194 4.672
H 4.505 -2.676 3.635
H 4.241 -3.277 1.212
H 2.246 -2.439 -0.009
C 1.091 0.675 -2.928
Si 0.250 -0.973 -3.208
C -1.429 -0.689 -3.987
C 1.307 -2.020 -4.350
Se 0.008 -2.238 -1.318
H 1.267 1.160 -3.893
H 2.050 0.567 -2.419
H 0.479 1.347 -2.332
H -1.344 -0.252 -4.986
H -2.024 -0.018 -3.363
H -1.974 -1.631 -4.066
H 1.297 -1.625 -5.369
H 0.945 -3.050 -4.382
H 2.340 -2.042 -3.999
C -1.203 -4.401 2.391
O -0.457 -3.322 1.818
C -1.204 -2.266 1.400
O -2.395 -2.227 1.572
H -0.465 -5.111 2.753
H -1.838 -4.865 1.637
H -1.831 -4.045 3.207
O 1.656 3.475 -0.185
S 0.502 3.028 0.528
O 0.531 3.101 1.978
N 0.048 1.515 0.150
C -1.218 1.461 -0.256
O -1.770 0.340 -0.340
C -1.848 2.781 -0.491
C -3.104 3.080 -0.983
C -3.460 4.420 -1.076
C -2.584 5.424 -0.674
C -1.325 5.120 -0.165
C -0.984 3.788 -0.090
H -3.777 2.288 -1.282
H -4.434 4.688 -1.463
H -2.888 6.459 -0.757
H -0.643 5.897 0.152
*
```

***

# 3
Molecular formula: C18H23N3O2
Method: DFT, ωB97M-V/def2-TZVPD

Summary:
- HOMO-LUMO gap (eV) = 9.19
- energy relative to the best compared isomer or geometry (same formula, charge and spin) (eV) = 0.544
- HOMO energy (eV) = -8.926
- molecular weight (Da) = 313.401
- lowest unoccupied orbital energy (eV) = 0.2609

The geometry in ORCA input format:
```
! RIJCOSX wB97M-V def2-TZVPD def2/J DEFGRID3
* xyz 0 1
C -6.610 -0.964 0.391
C -5.242 -0.377 0.215
C -4.525 0.032 1.353
C -3.264 0.582 1.282
C -2.713 0.723 0.016
C -3.410 0.320 -1.141
C -2.518 0.626 -2.211
N -1.415 1.152 -1.771
N -1.500 1.228 -0.418
C -0.474 1.751 0.349
O -0.544 1.769 1.555
C 0.680 2.278 -0.465
C 1.937 2.540 0.377
C 3.090 1.650 -0.069
O 3.999 2.119 -0.732
N 3.055 0.339 0.261
C 2.046 -0.328 1.050
C 1.306 -1.364 0.202
C 2.307 -2.372 -0.352
C 3.397 -1.639 -1.130
C 4.074 -0.544 -0.294
C 4.998 -1.102 0.787
C -4.684 -0.234 -1.039
H -7.268 -0.250 0.884
H -6.562 -1.856 1.014
H -7.045 -1.232 -0.568
H -4.989 -0.093 2.320
H -2.726 0.893 2.161
H -2.662 0.470 -3.263
H 0.331 3.202 -0.932
H 0.881 1.584 -1.283
H 1.709 2.415 1.436
H 2.280 3.564 0.227
H 1.348 0.388 1.472
H 2.538 -0.839 1.886
H 0.552 -1.863 0.814
H 0.795 -0.864 -0.625
H 2.748 -2.938 0.470
H 1.802 -3.083 -1.009
H 4.156 -2.344 -1.474
H 2.949 -1.172 -2.010
H 4.677 0.085 -0.958
H 5.834 -1.614 0.318
H 5.389 -0.287 1.391
H 4.490 -1.807 1.440
H -5.218 -0.541 -1.926
*
```

***

# 4
Molecular formula: C18H23N4O9P2STl
Method: DFT, ωB97M-V/def2-TZVPD

Summary:
- HOMO-LUMO gap (eV) = 6.63
- energy relative to the best compared isomer or geometry (same formula, charge and spin) (eV) = 0.373
- HOMO energy (eV) = -2.067
- molecular weight (Da) = 737.799
- lowest unoccupied orbital energy (eV) = 4.5639

The geometry in ORCA input format:
```
! RIJCOSX wB97M-V def2-TZVPD def2/J DEFGRID3
* xyz -2 1
Tl 0.200 1.642 -0.232
C -0.581 4.232 1.105
C 0.773 4.035 1.428
C 1.533 4.244 0.260
C 0.645 4.568 -0.783
C -0.660 4.557 -0.261
H -1.413 4.202 1.797
H 1.168 3.831 2.414
H 2.612 4.223 0.191
H 0.924 4.817 -1.797
H -1.563 4.810 -0.800
N -0.383 -1.930 0.396
C 1.003 -2.431 0.129
C 1.164 -3.876 0.559
P 2.095 -1.285 1.171
O 3.086 -0.544 0.097
O 2.938 -2.069 2.098
O 1.114 -0.257 1.695
P 1.219 -2.109 -1.688
O 2.804 -2.350 -1.941
O 0.474 -3.071 -2.540
O 0.864 -0.642 -1.763
H -0.266 -1.208 1.142
H -1.085 -2.661 0.632
H -0.706 -1.426 -0.438
H 1.133 -3.949 1.648
H 2.138 -4.232 0.227
H 0.384 -4.497 0.116
H 2.553 0.049 -0.463
H 3.288 -1.775 -1.319
O -4.377 -2.119 2.606
S -4.190 -2.534 0.918
O -3.119 -3.554 0.938
N -3.651 -1.203 0.271
C -2.963 -0.202 0.853
O -2.461 0.731 0.212
C -2.860 -0.232 2.345
C -2.057 0.715 2.979
C -1.917 0.726 4.353
C -2.563 -0.240 5.113
C -3.352 -1.196 4.502
C -3.529 -1.189 3.119
H -1.539 1.433 2.358
H -1.297 1.474 4.829
H -2.458 -0.252 6.191
H -3.850 -1.962 5.082
C 0.445 -0.585 -4.927
N 1.358 0.355 -4.322
C 2.705 0.180 -4.158
C 3.125 1.207 -3.360
N 2.062 1.997 -3.017
C 1.024 1.443 -3.591
H 0.916 -1.045 -5.796
H -0.460 -0.065 -5.239
H 0.189 -1.371 -4.212
H 3.228 -0.647 -4.605
H 4.119 1.423 -3.005
H 0.015 1.815 -3.516
*
```

***

# 5
Molecular formula: C18H23N5O2
Method: DFT, ωB97M-V/def2-TZVPD

Summary:
- HOMO-LUMO gap (eV) = 8.99
- energy relative to the best compared isomer or geometry (same formula, charge and spin) (eV) = 3.520
- HOMO energy (eV) = -8.434
- molecular weight (Da) = 341.415
- lowest unoccupied orbital energy (eV) = 0.5590

The geometry in ORCA input format:
```
! RIJCOSX wB97M-V def2-TZVPD def2/J DEFGRID3
* xyz 0 1
C 2.001 -1.250 3.220
C 2.188 -2.734 2.768
C 2.020 -3.047 1.273
N 0.666 -2.694 0.931
C -0.336 -3.586 0.559
O -0.240 -4.739 0.930
C -1.661 -3.071 -0.091
C -1.523 -1.578 -0.352
C -0.853 -1.131 -1.521
C -0.494 0.214 -1.682
C -0.760 1.153 -0.710
N -0.307 2.495 -0.705
C 0.416 3.157 -1.638
O 0.694 2.743 -2.776
C 0.730 4.526 -1.273
C 1.566 5.354 -1.966
N 1.595 6.509 -1.234
C 2.298 7.746 -1.685
N 0.784 6.368 -0.152
N 0.276 5.203 -0.131
C -1.468 0.731 0.452
C -1.810 -0.622 0.654
C -2.166 -3.907 -1.307
C -3.359 -4.393 -0.442
C -2.904 -3.470 0.696
H 2.790 -0.614 2.771
H 1.021 -0.867 2.861
H 2.079 -1.100 4.318
H 3.245 -2.981 3.039
H 1.460 -3.306 3.332
H 2.220 -4.115 1.139
H 2.750 -2.460 0.686
H 0.527 -1.739 0.656
H -0.585 -1.857 -2.292
H -0.003 0.446 -2.590
H -0.579 3.060 0.063
H 2.095 5.100 -2.912
H 3.240 7.967 -1.186
H 2.527 7.715 -2.778
H 1.660 8.604 -1.522
H -1.661 1.468 1.247
H -2.253 -0.899 1.588
H -1.526 -4.732 -1.631
H -2.456 -3.360 -2.203
H -3.298 -5.464 -0.155
H -4.354 -4.196 -0.877
H -2.693 -3.988 1.664
H -3.557 -2.660 0.964
*
```

***

# 6
Molecular formula: C18H23N5O2
Method: DFT, ωB97M-V/def2-TZVPD

Summary:
- HOMO-LUMO gap (eV) = 8.47
- energy relative to the best compared isomer or geometry (same formula, charge and spin) (eV) = 0.000
- HOMO energy (eV) = -8.351
- molecular weight (Da) = 341.415
- lowest unoccupied orbital energy (eV) = 0.1205

The geometry in ORCA input format:
```
! RIJCOSX wB97M-V def2-TZVPD def2/J DEFGRID3
* xyz 0 1
C -3.094 -3.360 -0.888
C -2.172 -2.152 -0.752
C -1.106 -2.158 -1.845
C -1.515 -2.180 0.636
N -0.635 -1.054 0.842
C -0.910 0.274 0.858
C -2.226 0.892 0.819
C -2.390 2.075 0.095
C -3.634 2.676 0.060
C -4.677 2.073 0.751
N -4.525 0.973 1.467
C -3.337 0.404 1.509
N 0.191 1.017 0.897
C 1.216 0.146 0.904
C 0.736 -1.159 0.862
C 1.612 -2.291 0.873
O 1.330 -3.472 0.814
N 2.933 -1.865 0.971
C 3.457 -0.583 1.051
O 4.644 -0.405 1.196
N 2.544 0.443 0.959
C 3.000 1.821 0.995
C 3.235 2.430 -0.397
C 1.935 2.559 -1.186
C 4.268 1.635 -1.190
H -3.582 -3.354 -1.859
H -3.863 -3.346 -0.119
H -2.525 -4.281 -0.793
H -2.770 -1.237 -0.840
H -0.498 -1.256 -1.801
H -1.572 -2.203 -2.826
H -0.454 -3.021 -1.730
H -2.282 -2.201 1.412
H -0.900 -3.078 0.729
H -1.543 2.494 -0.425
H -3.795 3.588 -0.493
H -5.675 2.491 0.743
H -3.270 -0.468 2.145
H 3.631 -2.600 1.021
H 2.238 2.397 1.524
H 3.937 1.828 1.556
H 3.632 3.436 -0.217
H 1.543 1.578 -1.444
H 2.110 3.108 -2.108
H 1.183 3.083 -0.601
H 4.526 2.162 -2.106
H 3.875 0.657 -1.461
H 5.172 1.485 -0.606
*
```

***

# 7
Molecular formula: C18H24AsN2S7SbTc
Method: DFT, ωB97M-V/def2-TZVPD

Summary:
- HOMO-LUMO gap (alpha / beta) (eV) = 5.34 / 4.79
- HOMO energy (alpha / beta) (eV) = -14.356 / -14.273
- molecular weight (Da) = 787.555
- lowest unoccupied orbital energy (alpha / beta) (eV) = -9.0142 / -9.4874

The geometry in ORCA input format:
```
! RIJCOSX wB97M-V def2-TZVPD def2/J DEFGRID3
* xyz 2 2
Tc 0.885 1.186 -3.037
S 5.740 0.327 -4.261
Sb 4.738 2.337 -4.131
S 3.030 1.692 -2.355
S 2.002 1.627 -5.211
C -1.041 -4.201 0.962
C 0.459 -4.049 0.659
C 1.243 -3.799 1.963
C 0.966 -5.327 -0.011
C 0.685 -2.835 -0.205
C 1.491 -2.825 -1.347
C 1.592 -1.681 -2.112
N 0.990 -0.541 -1.783
C 0.298 -0.486 -0.627
C 0.114 -1.613 0.155
C -0.116 0.861 -0.245
C -0.678 1.182 0.982
C -0.880 2.509 1.357
C -0.450 3.474 0.437
C 0.065 3.093 -0.781
N 0.210 1.816 -1.140
C -1.509 2.892 2.671
C -0.601 3.900 3.395
C -2.867 3.549 2.359
C -1.735 1.686 3.586
H -1.204 -5.107 1.539
H -1.609 -4.282 0.038
H -1.437 -3.371 1.542
H 1.144 -4.663 2.613
H 0.868 -2.928 2.496
H 2.299 -3.649 1.753
H 0.720 -6.186 0.606
H 2.047 -5.311 -0.132
H 0.492 -5.466 -0.981
H 2.027 -3.704 -1.660
H 2.178 -1.671 -3.022
H -0.478 -1.543 1.052
H -0.943 0.393 1.663
H -0.516 4.525 0.663
H 0.391 3.831 -1.502
H -0.475 4.817 2.828
H 0.378 3.464 3.584
H -1.048 4.161 4.350
H -2.753 4.414 1.711
H -3.326 3.877 3.287
H -3.537 2.837 1.878
H -0.799 1.182 3.818
H -2.437 0.975 3.154
H -2.162 2.026 4.525
S -3.026 1.154 -6.456
As -1.170 1.303 -5.598
S -0.318 -0.392 -4.368
S -0.751 2.683 -3.846
S 0.817 1.853 -6.814
*
```

***

# 8
Molecular formula: C18H24BeF6N9O4S2
Method: DFT, ωB97M-V/def2-TZVPD

Summary:
- HOMO-LUMO gap (eV) = 3.58
- HOMO energy (eV) = -12.944
- molecular weight (Da) = 617.583
- lowest unoccupied orbital energy (eV) = -9.3662

The geometry in ORCA input format:
```
! RIJCOSX wB97M-V def2-TZVPD def2/J DEFGRID3
* xyz 1 1
Be -0.138 2.932 0.654
C 2.192 -0.959 1.742
F 2.217 -0.323 2.964
F 3.133 -0.389 0.948
F 2.511 -2.199 1.844
S 0.389 -0.789 0.918
O 0.096 -2.039 0.261
O -0.603 -0.590 1.971
N 0.538 0.728 -0.001
S 0.731 0.160 -1.464
O 1.104 1.343 -2.236
O 1.644 -0.975 -1.668
C -1.093 -0.369 -2.021
F -1.308 0.161 -3.226
F -1.094 -1.737 -2.136
F -2.054 0.086 -1.170
C 3.421 3.051 -2.869
C 4.478 2.211 -2.314
N 5.318 1.525 -1.950
H 2.831 3.161 -1.959
H 2.881 2.358 -3.514
H 3.840 3.889 -3.426
C -2.359 3.492 -3.936
C -2.006 3.221 -2.531
N -1.780 3.034 -1.437
H -2.555 4.563 -3.986
H -3.157 2.819 -4.248
H -1.463 3.262 -4.512
C 0.134 -5.269 -1.445
C -0.113 -5.273 -2.891
N -0.242 -5.277 -4.041
H 0.709 -4.425 -1.065
H 0.872 -6.051 -1.262
H -0.769 -5.395 -0.848
C 3.095 1.341 5.801
C 3.717 2.444 5.075
N 4.215 3.345 4.551
H 3.820 1.024 6.550
H 2.763 0.709 4.977
H 2.203 1.674 6.332
C -3.246 -2.776 0.563
C -3.269 -4.192 0.765
N -3.203 -5.329 0.948
H -3.542 -2.252 1.472
H -3.939 -2.646 -0.267
H -2.325 -2.377 0.139
C 5.688 -1.391 -0.312
C 5.788 -2.496 0.722
N 5.874 -3.307 1.529
H 4.682 -1.193 -0.682
H 6.227 -1.626 -1.230
H 6.173 -0.482 0.043
C -5.292 1.870 -0.615
C -6.223 2.545 -1.548
N -6.900 3.144 -2.274
H -4.639 2.566 -0.088
H -4.794 1.049 -1.131
H -5.946 1.422 0.134
C -3.407 0.897 3.635
C -2.841 1.614 2.531
N -2.492 2.182 1.617
H -3.027 -0.122 3.557
H -4.467 1.114 3.503
H -2.999 1.310 4.558
*
```